# 1
The following is a quantum chemistry calculation of one molecule with the formula C2H4N2S2, from the Open Molecules 2025 dataset.

Cartesian coordinates (Å):
S (1.54850, -1.70757, -0.04105)
C (1.64173, -0.03827, 0.02107)
N (0.55837, 0.70390, -0.05857)
N (-0.67202, 0.20096, -0.48246)
C (-1.49839, -0.26900, 0.41931)
S (-2.82009, -1.06349, -0.08564)
H (2.57433, 0.52815, 0.23415)
H (0.51941, 1.67128, -0.00551)
H (-0.54634, -0.28959, -1.34705)
H (-1.30549, 0.26363, 1.34576)

The largest force on an atom is 3.24 eV/A. As for the energy above the lowest of the compared OMol25 structures with the same formula, charge and spin: 223.0 kJ/mol. For the HOMO energy, the calculation gives -8.818 eV. The SMILES is S=CNNC=S. The HOMO-LUMO gap comes out at 9.0 eV.

***

# 2
The following is a quantum chemistry calculation of C47H33ClN8SiY as an isolated structure, from the Open Molecules 2025 dataset.

Cartesian coordinates (Å):
Y (-0.08512, 0.08789, -0.01577)
C (-5.23117, -1.15997, -4.26443)
C (-5.22026, 0.22375, -4.47091)
C (-4.42968, 1.05952, -3.70135)
C (-3.62705, 0.48012, -2.72919)
C (-2.71589, 1.03230, -1.73396)
N (-2.63688, 2.32855, -1.47467)
C (-1.94322, 2.84810, -0.47877)
C (-2.10567, 4.23895, -0.05161)
C (-2.90254, 5.27750, -0.50243)
C (-2.82745, 6.48881, 0.16971)
C (-1.98983, 6.65211, 1.27508)
C (-1.18535, 5.61466, 1.72220)
C (-1.24009, 4.41380, 1.03405)
C (-0.57069, 3.13002, 1.22958)
N (0.34195, 2.92226, 2.16430)
C (0.67691, 1.70063, 2.56347)
N (-0.01932, 0.57210, 2.26415)
C (0.40819, -0.44101, 3.06441)
N (-0.16403, -1.62836, 3.19280)
C (-1.04071, -2.10687, 2.32651)
N (-1.37349, -1.58872, 1.11527)
C (-2.20946, -2.45241, 0.48525)
N (-2.79044, -2.29140, -0.69400)
C (-2.78366, -1.15057, -1.36668)
N (-2.17943, 0.01917, -1.00382)
C (-3.65613, -0.90466, -2.50664)
C (-4.45890, -1.73810, -3.27180)
C (-2.43455, -3.62140, 1.33068)
C (-3.15980, -4.79028, 1.15691)
C (-3.14324, -5.72104, 2.18390)
C (-2.43171, -5.48375, 3.36302)
C (-1.70784, -4.31524, 3.54020)
C (-1.71200, -3.38966, 2.50923)
C (1.54103, 0.02164, 3.85624)
C (2.42182, -0.63378, 4.70385)
C (3.47787, 0.09471, 5.22544)
C (3.63979, 1.45120, 4.92585)
C (2.76153, 2.11037, 4.08161)
C (1.71883, 1.37897, 3.53210)
N (-1.02350, 2.23912, 0.30990)
H (-5.85897, -1.78664, -4.88565)
H (-5.84580, 0.64413, -5.24894)
H (-4.43217, 2.13253, -3.84395)
H (-3.55922, 5.13891, -1.35142)
H (-3.42831, 7.32532, -0.16539)
H (-1.96824, 7.60196, 1.79496)
H (-0.53115, 5.72707, 2.57721)
H (-4.46972, -2.80447, -3.08573)
H (-3.70375, -4.96970, 0.23849)
H (-3.68060, -6.65442, 2.06943)
H (-2.43923, -6.23135, 4.14673)
H (-1.15146, -4.12653, 4.44932)
H (2.28677, -1.68400, 4.93010)
H (4.19997, -0.39289, 5.86876)
H (4.48148, 1.98521, 5.34892)
H (2.88650, 3.15789, 3.83965)
Cl (0.18441, 3.99398, -2.72023)
C (0.42644, 2.47126, -3.53493)
C (0.08913, 2.41821, -4.87692)
C (0.36846, 1.28502, -5.62437)
C (0.99488, 0.21265, -5.00000)
C (1.32006, 0.27264, -3.66067)
C (1.04862, 1.40152, -2.85487)
C (1.45187, 1.42528, -1.45574)
H (-0.37583, 3.27840, -5.34142)
H (0.13062, 1.25320, -6.67977)
H (1.23840, -0.67674, -5.57000)
H (1.79576, -0.57721, -3.18481)
H (1.48683, 2.43611, -1.04827)
H (2.42042, 0.93736, -1.32008)
C (1.88303, -3.10353, -1.69763)
Si (1.80593, -2.01874, -0.09820)
C (1.73169, -3.43044, 1.21448)
C (3.61855, -1.39784, 0.10202)
C (4.39406, -0.99552, -0.98900)
C (5.66532, -0.46260, -0.82316)
C (6.20203, -0.31903, 0.44868)
C (5.45379, -0.71494, 1.54896)
C (4.18285, -1.24325, 1.37192)
H (2.56863, -3.94626, -1.56726)
H (2.21841, -2.53801, -2.57048)
H (0.89458, -3.50669, -1.93586)
H (2.61014, -4.08005, 1.14579)
H (0.84247, -4.04755, 1.04821)
H (1.67603, -3.06374, 2.24054)
H (3.99907, -1.09379, -1.99551)
H (6.23653, -0.14969, -1.69018)
H (7.19295, 0.09904, 0.58138)
H (5.85693, -0.60832, 2.55038)
H (3.61204, -1.54277, 2.24489)

The largest force on an atom is 1.59 eV/A. For the HOMO energy (spin up / spin down), the calculation gives -4.032 / -4.015 eV. As for the charge: -1. The HOMO-LUMO gap (spin up / spin down) comes out at 4.9 / 4.9 eV.

***

# 3
The following is a quantum chemistry calculation of a 11-piece molecular cluster, C4H31NO11 overall, from the Open Molecules 2025 dataset.

Cartesian coordinates (Å):
C (10.25735, 12.27114, 18.44860)
O (11.19644, 11.27575, 18.12788)
C (10.61930, 9.96723, 18.15123)
C (11.55626, 9.03653, 17.37915)
C (11.06428, 7.60605, 17.45065)
N (12.93167, 9.11204, 17.91013)
H (9.46137, 12.32959, 17.69302)
H (10.78045, 13.22316, 18.47463)
H (9.70521, 12.10011, 19.38119)
H (10.54885, 9.67631, 19.20783)
H (9.59241, 9.98276, 17.76901)
H (11.68185, 9.32423, 16.33148)
H (11.84026, 6.91542, 17.09998)
H (10.15820, 7.37713, 16.89715)
H (11.00137, 7.29120, 18.50029)
H (13.08066, 10.06318, 18.24358)
H (12.95734, 8.58409, 18.78644)
O (7.08484, 11.54087, 19.97502)
H (6.86946, 11.63198, 20.90816)
H (7.42766, 12.40528, 19.71347)
O (8.17054, 13.95589, 14.87983)
H (7.95071, 13.67513, 13.98331)
H (7.78246, 13.27579, 15.44804)
O (8.41018, 15.88537, 20.71908)
H (9.02013, 15.77189, 21.45586)
H (8.90015, 16.41318, 20.05802)
O (5.83620, 15.50569, 22.12164)
H (5.94196, 14.61384, 22.46408)
H (6.57003, 15.62646, 21.49909)
O (6.66381, 17.93354, 18.09340)
H (6.60127, 17.49171, 17.23234)
H (7.51663, 17.64404, 18.44242)
O (4.70256, 13.95456, 18.55287)
H (5.67334, 13.93922, 18.47989)
H (4.44934, 14.81639, 18.20767)
O (7.53399, 14.21560, 18.32045)
H (7.93366, 14.48322, 17.48817)
H (7.89648, 14.84239, 18.96370)
O (6.78726, 16.28815, 15.74855)
H (7.29100, 15.46902, 15.57086)
H (7.10887, 16.92168, 15.09685)
O (10.11752, 15.04532, 16.55840)
H (11.05848, 14.84169, 16.49727)
H (9.77675, 14.92152, 15.65980)
O (9.36716, 17.04372, 18.35900)
H (9.57265, 16.52517, 17.55209)
H (10.02499, 17.74792, 18.39502)

The largest force on an atom is 1.30 eV/A. As for the energy above the lowest of the compared OMol25 structures with the same formula, charge and spin: 180.5 kJ/mol. For the HOMO energy, the calculation gives -9.502 eV. The SMILES is COC[C@H](C)N.O.O.O.O.O.O.O.O.O.O. The HOMO-LUMO gap comes out at 9.0 eV.

***

> Look up the largest force on an atom of the third one.

1.30 eV/A

***

Repeat the third record exactly.
The following is a quantum chemistry calculation of a 11-piece molecular cluster, C4H31NO11 overall, from the Open Molecules 2025 dataset.

Cartesian coordinates (Å):
C (10.25735, 12.27114, 18.44860)
O (11.19644, 11.27575, 18.12788)
C (10.61930, 9.96723, 18.15123)
C (11.55626, 9.03653, 17.37915)
C (11.06428, 7.60605, 17.45065)
N (12.93167, 9.11204, 17.91013)
H (9.46137, 12.32959, 17.69302)
H (10.78045, 13.22316, 18.47463)
H (9.70521, 12.10011, 19.38119)
H (10.54885, 9.67631, 19.20783)
H (9.59241, 9.98276, 17.76901)
H (11.68185, 9.32423, 16.33148)
H (11.84026, 6.91542, 17.09998)
H (10.15820, 7.37713, 16.89715)
H (11.00137, 7.29120, 18.50029)
H (13.08066, 10.06318, 18.24358)
H (12.95734, 8.58409, 18.78644)
O (7.08484, 11.54087, 19.97502)
H (6.86946, 11.63198, 20.90816)
H (7.42766, 12.40528, 19.71347)
O (8.17054, 13.95589, 14.87983)
H (7.95071, 13.67513, 13.98331)
H (7.78246, 13.27579, 15.44804)
O (8.41018, 15.88537, 20.71908)
H (9.02013, 15.77189, 21.45586)
H (8.90015, 16.41318, 20.05802)
O (5.83620, 15.50569, 22.12164)
H (5.94196, 14.61384, 22.46408)
H (6.57003, 15.62646, 21.49909)
O (6.66381, 17.93354, 18.09340)
H (6.60127, 17.49171, 17.23234)
H (7.51663, 17.64404, 18.44242)
O (4.70256, 13.95456, 18.55287)
H (5.67334, 13.93922, 18.47989)
H (4.44934, 14.81639, 18.20767)
O (7.53399, 14.21560, 18.32045)
H (7.93366, 14.48322, 17.48817)
H (7.89648, 14.84239, 18.96370)
O (6.78726, 16.28815, 15.74855)
H (7.29100, 15.46902, 15.57086)
H (7.10887, 16.92168, 15.09685)
O (10.11752, 15.04532, 16.55840)
H (11.05848, 14.84169, 16.49727)
H (9.77675, 14.92152, 15.65980)
O (9.36716, 17.04372, 18.35900)
H (9.57265, 16.52517, 17.55209)
H (10.02499, 17.74792, 18.39502)

The largest force on an atom is 1.30 eV/A. As for the energy above the lowest of the compared OMol25 structures with the same formula, charge and spin: 180.5 kJ/mol. For the HOMO energy, the calculation gives -9.502 eV. The SMILES is COC[C@H](C)N.O.O.O.O.O.O.O.O.O.O. The HOMO-LUMO gap comes out at 9.0 eV.

***

Please write out number 3 again, unchanged.
The following is a quantum chemistry calculation of a 11-piece molecular cluster, C4H31NO11 overall, from the Open Molecules 2025 dataset.

Cartesian coordinates (Å):
C (10.25735, 12.27114, 18.44860)
O (11.19644, 11.27575, 18.12788)
C (10.61930, 9.96723, 18.15123)
C (11.55626, 9.03653, 17.37915)
C (11.06428, 7.60605, 17.45065)
N (12.93167, 9.11204, 17.91013)
H (9.46137, 12.32959, 17.69302)
H (10.78045, 13.22316, 18.47463)
H (9.70521, 12.10011, 19.38119)
H (10.54885, 9.67631, 19.20783)
H (9.59241, 9.98276, 17.76901)
H (11.68185, 9.32423, 16.33148)
H (11.84026, 6.91542, 17.09998)
H (10.15820, 7.37713, 16.89715)
H (11.00137, 7.29120, 18.50029)
H (13.08066, 10.06318, 18.24358)
H (12.95734, 8.58409, 18.78644)
O (7.08484, 11.54087, 19.97502)
H (6.86946, 11.63198, 20.90816)
H (7.42766, 12.40528, 19.71347)
O (8.17054, 13.95589, 14.87983)
H (7.95071, 13.67513, 13.98331)
H (7.78246, 13.27579, 15.44804)
O (8.41018, 15.88537, 20.71908)
H (9.02013, 15.77189, 21.45586)
H (8.90015, 16.41318, 20.05802)
O (5.83620, 15.50569, 22.12164)
H (5.94196, 14.61384, 22.46408)
H (6.57003, 15.62646, 21.49909)
O (6.66381, 17.93354, 18.09340)
H (6.60127, 17.49171, 17.23234)
H (7.51663, 17.64404, 18.44242)
O (4.70256, 13.95456, 18.55287)
H (5.67334, 13.93922, 18.47989)
H (4.44934, 14.81639, 18.20767)
O (7.53399, 14.21560, 18.32045)
H (7.93366, 14.48322, 17.48817)
H (7.89648, 14.84239, 18.96370)
O (6.78726, 16.28815, 15.74855)
H (7.29100, 15.46902, 15.57086)
H (7.10887, 16.92168, 15.09685)
O (10.11752, 15.04532, 16.55840)
H (11.05848, 14.84169, 16.49727)
H (9.77675, 14.92152, 15.65980)
O (9.36716, 17.04372, 18.35900)
H (9.57265, 16.52517, 17.55209)
H (10.02499, 17.74792, 18.39502)

The largest force on an atom is 1.30 eV/A. As for the energy above the lowest of the compared OMol25 structures with the same formula, charge and spin: 180.5 kJ/mol. For the HOMO energy, the calculation gives -9.502 eV. The SMILES is COC[C@H](C)N.O.O.O.O.O.O.O.O.O.O. The HOMO-LUMO gap comes out at 9.0 eV.